No. 1
Computed, not measured: a cluster of 2 separate species, C40H70FO6P2 in total at a distorted geometry, with ωB97M-V/def2-TZVPD.

Geometry (Å):
C  5.913  -2.036  7.110
C  7.246  -1.845  6.145
O  7.446  -2.975  5.200
C  6.173  -3.299  4.498
C  6.428  -4.174  3.099
C  5.042  -4.418  2.251
C  4.107  -5.652  2.806
C  2.587  -5.546  2.118
C  1.802  -4.172  2.606
C  1.417  -3.045  1.461
C  0.685  -1.674  1.990
C  0.372  -1.506  3.624
C  0.758  -2.640  4.756
C  1.499  -4.015  4.217
F  1.868  -5.058  5.236
C  -0.341  -0.062  4.078
O  -1.269  0.001  5.041
C  0.176  1.258  3.190
C  0.385  2.714  3.986
C  1.979  2.685  4.490
C  3.045  2.907  3.263
P  4.441  1.559  3.201
O  3.850  0.112  3.583
O  5.680  1.915  4.372
C  6.464  3.110  4.011
C  8.066  2.646  4.136
O  4.986  1.486  1.547
C  6.332  0.905  1.425
C  6.413  -0.389  0.386
C  0.447  1.106  1.704
C  0.261  -0.398  0.995
O  -0.224  -0.555  -0.244
H  5.935  -3.156  7.486
H  4.919  -1.784  6.506
H  5.909  -1.342  8.057
H  7.289  -0.784  5.615
H  8.176  -1.855  6.891
H  5.447  -3.977  5.155
H  5.585  -2.303  4.214
H  7.154  -3.561  2.378
H  6.977  -5.178  3.411
H  5.331  -4.695  1.128
H  4.444  -3.393  2.162
H  4.520  -6.719  2.476
H  4.048  -5.613  3.998
H  1.893  -6.445  2.401
H  2.791  -5.552  0.945
H  1.620  -3.140  0.312
H  0.523  -2.403  5.880
H  -0.253  2.644  4.964
H  0.149  3.641  3.311
H  2.169  1.592  4.930
H  2.149  3.423  5.412
H  3.550  3.978  3.392
H  2.494  2.955  2.209
H  6.299  3.389  2.871
H  6.210  4.012  4.727
H  8.705  3.443  4.727
H  8.526  2.383  3.070
H  8.080  1.636  4.770
H  7.008  1.747  0.917
H  6.826  0.583  2.439
H  7.405  -0.353  -0.259
H  5.524  -0.424  -0.375
H  6.421  -1.386  1.039
H  0.797  2.060  1.123
C  -3.017  1.912  -0.617
C  -3.141  2.711  -1.907
C  -4.584  3.065  -2.261
C  -5.438  1.922  -2.816
P  -5.268  1.492  -4.531
C  -5.399  3.024  -5.488
C  -6.534  4.012  -5.235
C  -7.923  3.673  -5.789
C  -7.946  3.261  -7.251
C  -6.639  0.504  -5.069
C  -6.994  -0.831  -4.429
C  -6.235  -2.069  -4.896
C  -5.991  -2.157  -6.395
C  -3.673  0.885  -5.019
C  -3.109  -0.489  -4.680
C  -3.109  -0.902  -3.212
C  -1.744  -0.761  -2.556
H  -3.574  0.973  -0.664
H  -1.966  1.672  -0.426
H  -3.389  2.488  0.235
H  -2.662  2.172  -2.721
H  -2.577  3.642  -1.780
H  -4.562  3.886  -2.985
H  -5.075  3.464  -1.364
H  -6.484  2.234  -2.699
H  -5.346  1.037  -2.183
H  -5.356  2.761  -6.551
H  -4.465  3.567  -5.296
H  -6.236  4.968  -5.688
H  -6.630  4.203  -4.162
H  -8.555  4.562  -5.674
H  -8.399  2.903  -5.177
H  -7.524  4.045  -7.886
H  -8.978  3.085  -7.572
H  -7.391  2.336  -7.424
H  -6.620  0.416  -6.158
H  -7.513  1.122  -4.855
H  -8.055  -1.018  -4.646
H  -6.918  -0.752  -3.339
H  -6.798  -2.957  -4.586
H  -5.290  -2.136  -4.359
H  -6.936  -2.188  -6.944
H  -5.429  -3.067  -6.629
H  -5.404  -1.313  -6.768
H  -2.928  1.633  -4.725
H  -3.678  0.930  -6.115
H  -2.085  -0.541  -5.074
H  -3.654  -1.235  -5.260
H  -3.388  -1.959  -3.141
H  -3.859  -0.353  -2.644
H  -1.027  -1.455  -3.006
H  -1.813  -1.000  -1.490
H  -1.348  0.252  -2.658

Output
**F_max**: 0.164 hartree/bohr
**Kohn-Sham gap**: 7.1 eV
**Total charge**: +1
**Energy above the lowest of the compared OMol25 structures with the same formula, charge and spin**: 257.1 kcal per mole
**LUMO**: -0.113 hartree
**HOMO level**: -10.216 eV

***

No. 2
Computed, not measured: a structure of composition C27H41IrO3Se2 at a distorted geometry, with ωB97M-V/def2-TZVPD.

Geometry (Å):
Ir  -1.431  -0.241  0.845
C  -0.053  -3.649  1.864
C  -1.068  -2.576  2.077
C  -1.041  -1.789  3.232
C  -2.008  -0.808  3.425
C  -2.107  -0.024  4.687
C  -3.027  -0.616  2.422
C  -3.217  -1.500  1.351
C  -4.477  -1.543  0.545
C  -2.135  -2.386  1.146
H  0.960  -3.244  1.894
H  -0.200  -4.190  0.933
H  -0.127  -4.368  2.685
H  -0.292  -1.972  3.993
H  -2.413  1.009  4.514
H  -1.197  -0.065  5.282
H  -2.910  -0.471  5.286
H  -3.782  0.137  2.615
H  -4.884  -0.546  0.379
H  -5.222  -2.118  1.099
H  -4.328  -2.041  -0.411
H  -2.179  -3.051  0.293
C  3.339  2.151  2.862
Se  1.742  1.073  2.920
C  0.428  2.470  3.269
C  -0.379  3.010  2.103
Se  -2.042  2.048  1.699
C  -2.489  3.075  0.123
H  3.553  2.483  3.877
H  3.171  2.987  2.188
H  4.134  1.510  2.491
H  1.009  3.282  3.709
H  -0.215  2.075  4.055
H  0.182  3.111  1.179
H  -0.766  3.991  2.391
H  -2.805  4.050  0.491
H  -3.316  2.576  -0.376
H  -1.618  3.138  -0.519
C  3.958  0.330  -5.055
C  3.250  0.427  -3.739
C  2.308  1.426  -3.498
C  1.654  1.547  -2.284
C  0.744  2.733  -2.096
C  1.962  0.631  -1.253
C  2.949  -0.364  -1.455
C  3.383  -1.363  -0.413
C  3.545  -0.456  -2.704
C  1.288  0.694  0.053
O  1.921  0.452  1.099
O  0.007  1.011  0.102
H  3.454  0.905  -5.828
H  4.041  -0.707  -5.381
H  4.974  0.718  -4.958
H  2.101  2.150  -4.277
H  0.846  3.416  -2.936
H  1.009  3.290  -1.193
H  -0.303  2.445  -2.020
H  2.561  -1.748  0.194
H  4.095  -0.906  0.276
H  3.879  -2.204  -0.892
H  4.282  -1.232  -2.872
C  -0.352  -2.018  -2.985
C  -1.819  -1.651  -3.229
C  -2.091  -0.595  -2.179
O  -1.153  -0.925  -1.076
C  -0.253  -2.026  -1.479
H  0.320  -1.268  -3.403
H  -0.094  -2.992  -3.397
H  -2.470  -2.516  -3.103
H  -1.980  -1.250  -4.228
H  -3.097  -0.592  -1.769
H  -1.816  0.405  -2.507
H  -0.624  -2.955  -1.046
H  0.732  -1.790  -1.086

Output
**F_max**: 0.123 hartree/bohr
**2S+1**: 2
**Kohn-Sham gap (alpha / beta)**: 4.2 / 5.6 eV
**Total charge**: +3
**Energy above the lowest of the compared OMol25 structures with the same formula, charge and spin**: 79.9 kcal per mole
**LUMO (alpha / beta)**: -0.418 / -0.413 hartree
**HOMO level (alpha / beta)**: -15.620 / -16.855 eV
**<S²>**: 0.76

***

No. 3
Computed, not measured: a structure of composition C21H22Cl45F4NO at a distorted geometry, with ωB97M-V/def2-TZVPD.

Geometry (Å):
O  3.248  -1.479  3.192
C  3.166  -0.162  2.970
C  2.630  1.025  4.015
C  1.636  1.793  2.915
C  0.017  1.561  3.028
F  -0.439  1.578  4.440
F  -0.626  2.741  2.349
C  -0.543  0.197  2.311
F  -1.937  -0.021  2.842
F  -0.684  0.323  0.822
C  2.392  1.549  1.459
N  3.514  0.531  1.637
H  3.617  1.669  4.193
H  2.116  0.608  5.005
H  1.748  2.969  3.032
H  0.085  -0.772  2.526
H  3.017  2.538  1.262
H  1.744  1.123  0.581
H  3.526  -0.123  0.823
C  -0.703  0.363  -2.745
Cl  -1.020  1.042  -4.351
Cl  -1.143  -1.353  -2.697
Cl  0.999  0.580  -2.303
H  -1.319  0.897  -2.017
C  -3.116  -5.012  -1.761
Cl  -1.582  -4.837  -2.630
Cl  -3.697  -6.684  -1.856
Cl  -2.934  -4.512  -0.071
H  -3.856  -4.363  -2.235
C  6.985  -1.992  3.366
Cl  6.348  -0.399  2.922
Cl  8.700  -2.118  2.939
Cl  6.751  -2.295  5.096
H  6.434  -2.752  2.806
C  -0.254  4.671  -1.331
Cl  0.758  6.117  -1.177
Cl  -0.687  4.392  -3.027
Cl  0.576  3.256  -0.661
H  -1.174  4.832  -0.763
C  -1.650  -1.031  -7.453
Cl  -1.663  -0.015  -8.904
Cl  -3.142  -1.982  -7.346
Cl  -0.233  -2.095  -7.450
H  -1.594  -0.380  -6.577
C  -3.117  -5.640  -6.757
Cl  -3.851  -4.997  -5.278
Cl  -1.745  -6.691  -6.365
Cl  -4.320  -6.520  -7.716
H  -2.749  -4.801  -7.352
C  4.462  3.770  6.770
Cl  3.721  2.785  5.497
Cl  6.210  3.904  6.514
Cl  3.716  5.377  6.826
H  4.291  3.278  7.730
C  -3.290  5.685  -5.734
Cl  -2.830  3.985  -5.541
Cl  -5.042  5.879  -5.552
Cl  -2.427  6.700  -4.567
H  -3.011  6.004  -6.742
C  -0.760  -8.685  0.526
Cl  -1.501  -9.670  -0.746
Cl  0.988  -8.551  0.270
Cl  -1.506  -7.078  0.583
H  -0.931  -9.178  1.487
C  2.814  1.277  -5.606
Cl  3.209  2.843  -6.335
Cl  1.592  0.432  -6.570
Cl  4.272  0.284  -5.440
H  2.404  1.456  -4.609
C  -0.240  4.510  7.883
Cl  0.772  5.956  8.038
Cl  -0.672  4.232  6.188
Cl  0.590  3.096  8.554
H  -1.160  4.671  8.451
C  -5.294  4.295  -9.646
Cl  -4.189  2.977  -10.073
Cl  -6.546  3.721  -8.531
Cl  -4.401  5.650  -8.934
H  -5.781  4.646  -10.560
C  -4.744  0.998  -3.120
Cl  -3.732  2.444  -2.966
Cl  -5.176  0.719  -4.816
Cl  -3.914  -0.417  -2.450
H  -5.664  1.159  -2.552
C  3.460  2.271  11.455
Cl  3.448  3.287  10.004
Cl  1.969  1.321  11.562
Cl  4.877  1.208  11.458
H  3.517  2.923  12.331
C  -0.790  -8.680  4.757
Cl  -0.395  -7.114  4.028
Cl  -2.012  -9.525  3.793
Cl  0.668  -9.674  4.923
H  -1.200  -8.502  5.754

Output
**F_max**: 0.157 hartree/bohr
**Kohn-Sham gap**: 10.2 eV
**Total charge**: 0
**LUMO**: 0.006 hartree
**HOMO level**: -10.051 eV

***

No. 4
Computed, not measured: the molecule C2H2IN3 at a distorted geometry, with ωB97M-V/def2-TZVPD.

Geometry (Å):
C  -0.472  0.715  -0.378
C  1.929  0.559  0.473
N  0.778  0.583  0.089
N  -1.417  -0.223  -0.201
N  -1.434  -1.142  0.666
I  3.662  -0.310  -0.306
H  -0.861  1.641  -0.999
H  -2.185  -1.823  0.656

Output
**F_max**: 0.065 hartree/bohr
**Kohn-Sham gap (alpha / beta)**: 7.0 / 6.8 eV
**Total charge**: 0
**Energy above the lowest of the compared OMol25 structures with the same formula, charge and spin**: 96.0 kcal per mole
**LUMO (alpha / beta)**: -0.048 / -0.047 hartree
**HOMO level (alpha / beta)**: -8.339 / -8.088 eV

***

What is the total charge in the third record?
0

***

Please write out number 4 again, unchanged.
Computed, not measured: the molecule C2H2IN3 at a distorted geometry, with ωB97M-V/def2-TZVPD.

Geometry (Å):
C  -0.472  0.715  -0.378
C  1.929  0.559  0.473
N  0.778  0.583  0.089
N  -1.417  -0.223  -0.201
N  -1.434  -1.142  0.666
I  3.662  -0.310  -0.306
H  -0.861  1.641  -0.999
H  -2.185  -1.823  0.656

Output
**F_max**: 0.065 hartree/bohr
**Kohn-Sham gap (alpha / beta)**: 7.0 / 6.8 eV
**Total charge**: 0
**Energy above the lowest of the compared OMol25 structures with the same formula, charge and spin**: 96.0 kcal per mole
**LUMO (alpha / beta)**: -0.048 / -0.047 hartree
**HOMO level (alpha / beta)**: -8.339 / -8.088 eV

***

The lowest F_max belongs to which entry?
C2H2IN3